C24H29N3O4 | wB97M-V/def2-TZVPD

The geometry in XYZ format:
```
60
Properties=species:S:1:pos:R:3:forces:R:3:nbo_charge:R:1
O -1.90037 0.71664 2.77880 0.2 0.1 0.2 -0.6147
O -3.06140 2.41540 -1.29645 0.0 -0.1 0.0 -0.5665
O 4.11142 -2.34352 0.15934 -0.4 0.4 -0.1 -0.5131
O 5.46108 2.33890 0.16841 -0.3 0.0 -0.1 -0.5090
N -0.37558 -2.64083 -0.66326 0.6 0.1 -0.1 -0.4771
N 1.63495 -1.63191 -0.44312 0.4 -0.4 -0.1 -0.5804
N -3.33680 1.00982 1.04795 -0.1 -0.1 -0.1 -0.6179
C 2.29470 0.72030 -0.47124 0.2 -0.2 0.0 -0.2084
C 5.40785 -2.79931 0.45294 0.3 -0.1 0.1 -0.2510
C -3.97518 2.19549 1.56774 0.1 0.3 0.2 -0.2256
C -3.73106 -3.98954 -0.73257 0.2 -0.1 -0.1 -0.1976
C -2.29322 0.41385 1.66957 -0.3 0.0 -0.2 0.6499
C 0.29863 -1.62092 -0.17423 -0.5 -0.3 -0.1 0.4091
C 6.78792 2.03498 0.51802 0.2 0.0 0.0 -0.2534
C 3.89920 -0.99695 0.03649 -0.4 0.0 0.0 0.3702
C 4.88133 -0.03017 0.18723 0.3 0.0 0.1 -0.4292
C -2.38976 -3.84284 -0.95166 -0.2 -0.1 0.0 -0.2023
C -1.81822 2.67800 -1.92888 0.4 -0.1 -0.3 0.1132
C -1.43018 1.37922 -2.63081 -0.2 0.4 0.1 -0.6208
C -1.66158 -0.67092 0.84649 0.5 -0.2 -0.1 -0.0533
C -1.69660 -2.73168 -0.42832 -0.3 0.3 0.3 0.1631
C 3.26924 1.68386 -0.31089 0.3 0.1 0.1 -0.3006
C -3.79101 -1.95072 0.54278 -0.3 -0.2 0.0 -0.1925
C -2.41570 -1.75794 0.31970 0.3 -0.1 -0.2 -0.0657
C -3.68646 3.48180 -0.61053 -0.1 0.3 0.2 -0.0654
C 2.57827 -0.62517 -0.27433 0.4 0.1 0.1 0.0593
C 4.56746 1.31757 0.02911 -0.3 0.0 -0.1 0.3875
C -4.43448 -3.04317 0.02527 -0.1 0.2 0.2 -0.2353
C -0.71688 3.12246 -0.96531 -0.4 0.0 -0.2 -0.6452
C -0.31520 -0.61216 0.61656 -0.3 0.1 0.1 -0.2771
C -3.44676 3.47259 0.90558 -0.1 -0.4 -0.3 -0.4343
H 7.30187 2.99279 0.58266 0.0 -0.1 0.0 0.2019
H -5.05425 2.10976 1.40377 0.0 0.0 0.1 0.1898
H -4.33306 -1.23461 1.14223 -0.1 0.0 0.0 0.2211
H 5.88725 -0.32547 0.43322 0.1 0.0 0.0 0.2254
H -3.37164 4.44388 -1.03419 0.0 0.0 0.0 0.1749
H -5.49022 -3.18420 0.20488 -0.1 0.0 0.0 0.2122
H 6.12155 -2.51621 -0.32791 0.0 0.0 0.0 0.1760
H -3.77307 2.22527 2.64128 -0.1 0.0 -0.1 0.2367
H -3.45705 0.85606 0.05590 0.2 -0.1 0.1 0.4232
H -1.24819 0.59909 -1.89492 0.1 -0.1 0.1 0.2119
H 5.33430 -3.88492 0.49521 0.1 0.1 0.0 0.2036
H 0.28107 0.16593 1.06591 0.0 0.1 0.1 0.2397
H 7.27543 1.41692 -0.24370 0.0 0.0 0.0 0.1728
H -2.23789 1.05477 -3.28101 0.0 -0.1 -0.1 0.2214
H -3.95832 4.33445 1.33715 0.0 0.1 0.0 0.2142
H -2.38328 3.56138 1.12347 0.0 0.1 0.0 0.2123
H -0.62502 2.41138 -0.14724 0.0 -0.1 0.1 0.2114
H -4.25743 -4.84311 -1.13484 0.0 -0.1 0.0 0.2125
H -0.53247 1.52495 -3.22456 0.1 0.0 -0.1 0.2115
H 0.22837 3.17099 -1.50007 0.1 0.0 -0.1 0.2161
H 1.30273 1.00885 -0.77601 -0.1 0.0 0.0 0.2238
H -1.96917 3.47241 -2.68140 0.0 -0.1 0.1 0.1611
H 6.84481 1.53056 1.48842 0.0 0.0 0.0 0.1744
H -1.82507 -4.56503 -1.52014 0.1 -0.1 -0.1 0.2215
H -4.76065 3.36251 -0.79814 0.1 0.1 0.0 0.1824
H -0.92322 4.10883 -0.55638 0.0 0.1 0.1 0.2111
H 1.99254 -2.52488 -0.75348 -0.2 0.1 0.0 0.4208
H 5.75717 -2.42520 1.42065 0.0 0.0 0.0 0.1774
H 3.04709 2.72860 -0.45316 0.0 0.1 0.0 0.2230
```
Positions in Å, forces in eV/Å.

Summary:
SMILES string	COc1ccc(Nc2cc(C(=O)NCCCOC(C)C)c3ccccc3n2)c(OC)c1
HOMO level	-7.289	eV
E_tot	-38019.352	eV
energy above the lowest of the compared OMol25 structures with the same formula, charge and spin	194.1	kJ/mol